(a)
2 unconnected molecules or ions with the total composition C5H14N2. Source: OMol25; level of theory: the ωB97M-V functional and the def2-TZVPD basis.

Computed properties:
orbital gap	9.02	eV

CARTESIAN COORDINATES (ANGSTROEM)
1 C -2.0134 1.7399 -0.4821
2 C -0.4719 -1.0282 0.5446
3 N -2.7857 1.3046 -1.4280
4 H -3.8080 1.2797 -1.4246
5 H -2.3645 0.9512 -2.2780
6 H 0.1387 1.1488 -0.8788
7 H -2.6202 2.0933 0.3779
8 H -1.2270 -0.2481 0.6432
9 H -0.7749 -1.7007 -0.2557
10 H -0.4244 -1.5939 1.4697
11 C 1.2968 0.5445 1.3663
12 C 1.9455 -1.4779 0.0321
13 C 0.8887 -0.3856 0.2216
14 N 0.8427 0.4188 -0.9936
15 H 0.5631 -0.1580 -1.7797
16 H 1.4124 -0.0116 2.2926
17 H 0.5399 1.3113 1.5061
18 H 2.2377 1.0329 1.1223
19 H 2.0876 -2.0400 0.9543
20 H 1.6449 -2.1687 -0.7555
21 H 2.8918 -1.0122 -0.2546

---

(b)
C5H14N2 in the gas phase. Source: OMol25; level of theory: the ωB97M-V functional and the def2-TZVPD basis.

Computed properties:
SMILES	CCNCCNC
orbital gap	9.72	eV

CARTESIAN COORDINATES (ANGSTROEM)
1 C -0.5382 2.4956 -1.9467
2 C -0.6717 0.9300 -1.7337
3 N -0.4984 0.5160 -0.3476
4 C -0.5153 -0.8900 -0.1217
5 C 0.9545 -1.3466 0.1398
6 N 1.3129 -0.9388 1.5522
7 C 0.2507 -0.9434 2.6501
8 H -0.7122 2.9424 -2.9347
9 H 0.4699 2.8713 -1.7013
10 H -1.2870 2.9015 -1.2703
11 H -0.0533 0.2756 -2.3442
12 H -1.7044 0.4893 -2.1126
13 H 0.4872 0.8558 -0.2709
14 H -1.0500 -1.4558 -0.9592
15 H -1.1801 -1.0660 0.7656
16 H 0.9928 -2.4258 0.1024
17 H 1.7652 -0.8193 -0.3331
18 H 1.9438 -1.6839 1.9260
19 H -0.1631 0.0267 2.4444
20 H -0.3222 -1.8567 2.7298
21 H 0.5191 -0.8778 3.7656

---

(c)
C5H14N2 in the gas phase. Source: OMol25; level of theory: the ωB97M-V functional and the def2-TZVPD basis.

Computed properties:
SMILES	CNCCN(C)C
orbital gap	10.01	eV

CARTESIAN COORDINATES (ANGSTROEM)
1 C 3.0856 -0.5645 -0.1929
2 N 1.6849 -0.9230 0.0997
3 C 0.8984 -0.1286 -0.8325
4 C -0.6127 -0.3757 -0.6830
5 N -1.0601 0.0737 0.7011
6 C -1.2053 1.6750 0.7090
7 C -2.4138 -0.6131 0.8328
8 H 3.1271 -1.0047 -1.2339
9 H 3.1935 0.5792 -0.4123
10 H 3.8591 -0.7631 0.5090
11 H 1.4138 -0.5635 0.9602
12 H 0.9275 1.0092 -0.8149
13 H 1.2327 -0.4673 -1.8792
14 H -0.8770 -1.4576 -0.8744
15 H -1.1645 0.2229 -1.4952
16 H -0.1868 2.0096 0.6246
17 H -1.6653 1.9051 1.6645
18 H -1.8531 1.9285 -0.0769
19 H -2.2477 -1.7114 0.7261
20 H -2.9694 -0.4474 1.7477
21 H -3.1667 -0.3832 -0.0795

---

(d)
C5H14N2 in the gas phase. Source: OMol25; level of theory: the ωB97M-V functional and the def2-TZVPD basis.

Computed properties:
SMILES	CNCCCCN
orbital gap	9.55	eV

CARTESIAN COORDINATES (ANGSTROEM)
1 C -1.0671 -1.0295 -2.6053
2 N -0.2998 -0.7032 -1.4020
3 C -1.0290 -0.1302 -0.2747
4 C -0.4298 1.1787 0.2046
5 C 1.0873 1.0551 0.4625
6 C 1.5259 -0.0137 1.5349
7 N 0.7147 -0.1209 2.7450
8 H -0.3526 -1.4561 -3.3087
9 H -1.6022 -0.1258 -2.8827
10 H -1.8014 -1.8538 -2.5314
11 H 0.3583 -1.4523 -1.2489
12 H -2.0647 -0.1128 -0.6077
13 H -0.9864 -0.8053 0.5846
14 H -0.6150 2.0731 -0.3971
15 H -0.8715 1.4986 1.1590
16 H 1.4838 0.7073 -0.4954
17 H 1.5787 1.9850 0.7440
18 H 2.5718 0.2275 1.7223
19 H 1.4985 -0.9785 1.0241
20 H 0.3599 0.7838 3.0250
21 H -0.0596 -0.7270 2.5478

---

Taking the most stable structure as the zero point, the relative energies in hartree are (a) 0.0408; (b) 0.0620; (c) 0.0483; (d) 0.0000.

---

(a)
C5H14N2 in the gas phase. Source: OMol25; level of theory: the ωB97M-V functional and the def2-TZVPD basis.

Computed properties:
SMILES	C[C@@H](N)CCCN
orbital gap	9.97	eV

CARTESIAN COORDINATES (ANGSTROEM)
1 C -1.2066 -1.6231 0.3465
2 C -0.4316 -0.7351 -0.4977
3 N -0.3653 -1.3599 -1.9838
4 C -0.6943 0.7534 -0.4285
5 C -0.0265 1.6166 0.6384
6 C 1.1446 0.9630 1.3649
7 N 2.2054 0.3610 0.5576
8 H -0.9200 -2.6610 0.4420
9 H -2.2026 -1.7499 -0.2389
10 H -1.2785 -1.4248 1.4276
11 H 0.6477 -0.9594 -0.2953
12 H 0.1171 -0.6069 -2.4639
13 H -1.3528 -1.4672 -2.2132
14 H -1.8048 0.8721 -0.3332
15 H -0.3784 1.1130 -1.3959
16 H 0.3636 2.5302 0.0210
17 H -0.8031 2.0205 1.2619
18 H 0.7236 0.1940 2.0280
19 H 1.6710 1.7709 1.9417
20 H 2.6476 0.9030 -0.1383
21 H 1.9442 -0.5105 -0.0407

---

(b)
C5H14N2 in the gas phase. Source: OMol25; level of theory: the ωB97M-V functional and the def2-TZVPD basis.

Computed properties:
SMILES	CCNC[C@@H](C)N
orbital gap	9.23	eV

CARTESIAN COORDINATES (ANGSTROEM)
1 C -2.3041 -1.3235 1.5285
2 C -1.8048 0.1190 1.2264
3 N -0.4387 0.1130 0.7375
4 C 0.2753 1.0927 -0.1752
5 C 1.5535 0.4058 -0.7226
6 C 1.2398 -0.8330 -1.4963
7 N 2.3504 1.3193 -1.4761
8 H -1.9750 -1.6141 2.5262
9 H -2.2801 -2.0999 0.7725
10 H -3.3711 -1.2052 1.8466
11 H -1.8728 0.5878 2.2453
12 H -2.5837 0.6722 0.7021
13 H 0.1806 -0.0574 1.5157
14 H -0.3072 1.4010 -1.0625
15 H 0.7462 1.8168 0.5066
16 H 2.1809 0.0360 0.1382
17 H 0.5753 -1.5629 -1.0067
18 H 0.6819 -0.7619 -2.4966
19 H 2.0830 -1.5093 -1.7359
20 H 1.9245 1.5448 -2.3615
21 H 3.1461 1.8590 -1.2122

---

(c)
C5H14N2 in the gas phase. Source: OMol25; level of theory: the ωB97M-V functional and the def2-TZVPD basis.

Computed properties:
SMILES	CCCNCCN
orbital gap	9.68	eV

CARTESIAN COORDINATES (ANGSTROEM)
1 C 3.3813 0.1931 0.7324
2 C 2.1504 0.7084 -0.0882
3 C 0.8603 0.1842 0.4956
4 N -0.2250 0.3835 -0.4726
5 C -1.5918 0.3893 0.0917
6 C -2.5809 -0.3387 -0.8380
7 N -2.8524 -1.7011 -0.3839
8 H 3.4744 -0.8802 0.5934
9 H 3.0756 0.3289 1.7684
10 H 4.2785 0.7444 0.4778
11 H 2.1332 1.7969 -0.1244
12 H 2.2471 0.2832 -1.0884
13 H 0.9141 -0.8938 0.6864
14 H 0.5501 0.6658 1.4363
15 H -0.1409 1.2807 -0.9300
16 H -1.8602 1.4213 0.3253
17 H -1.6340 -0.1846 1.0209
18 H -2.1170 -0.4662 -1.8122
19 H -3.4891 0.2687 -0.9033
20 H -3.6742 -1.8589 0.1789
21 H -2.8998 -2.3248 -1.1659

---

Taking the most stable structure as the zero point, the relative energies in hartree are (a) 0.0445; (b) 0.0349; (c) 0.0000.